# 1
{"formula": "C6H10O", "method": "the ωB97M-V functional and the def2-TZVPD basis", "largest_force_ev_per_a": 1.067, "e_above_lowest_kcal_mol": 36.4, "charge": 0, "lumo_energy_ev": 1.1, "homo_lumo_gap_ev": 10.6, "e_tot_ha": -309.78435, "species": ["O", "C", "C", "C", "C", "C", "C", "H", "H", "H", "H", "H", "H", "H", "H", "H", "H"], "xyz": [[0.46374, 1.36896, 0.92280], [0.07960, -1.19752, 0.61177], [0.59213, 0.21625, 0.08149], [1.89174, 0.30528, -0.71076], [-0.83423, 0.41358, -0.51584], [-1.21391, -1.04192, -0.24471], [-0.96334, 1.30153, 0.74942], [-1.07965, 0.87438, -1.48202], [1.96409, 1.23366, -1.30084], [-1.18209, -1.68323, -1.12962], [-1.41637, 2.29237, 0.66772], [0.72519, -2.01787, 0.29079], [-2.18240, -1.17469, 0.25616], [-0.17127, -1.40880, 1.66555], [1.99315, -0.53550, -1.40143], [-1.41325, 0.73501, 1.56314], [2.74686, 0.31852, -0.02361]], "forces_ev_per_a": [[-0.18, -0.51, 0.56], [-0.19, -0.28, 0.06], [0.32, 0.32, -0.97], [-0.10, -0.12, 0.15], [-0.07, 0.04, 0.08], [0.02, -0.09, -0.03], [-0.22, 0.23, -0.38], [0.30, -0.03, 0.30], [-0.35, -0.28, 0.30], [-0.09, 0.20, 0.01], [0.06, -0.12, -0.03], [-0.01, 0.11, -0.07], [0.29, -0.12, -0.03], [0.54, 0.74, -0.21], [0.04, -0.01, 0.11], [-0.23, 0.11, 0.21], [-0.14, -0.19, -0.06]], "lowdin_charge": [-0.06, -0.08, -0.45, 0.00, -0.18, -0.14, -0.13, 0.14, 0.09, 0.10, 0.12, 0.10, 0.11, 0.11, 0.08, 0.12, 0.09]}



# 2
{"formula": "C11H29ClO7S2Si", "method": "the ωB97M-V functional and the def2-TZVPD basis", "largest_force_ev_per_a": 1.074, "charge": 0, "smiles": "OCC[SiH2]CCCCl.CCOS(C)(=O)=O.CCOS(C)(=O)=O", "lumo_energy_ev": 0.6, "homo_lumo_gap_ev": 10.7, "e_tot_ha": -2509.21941, "species": ["Cl", "S", "S", "Si", "O", "O", "O", "O", "O", "O", "O", "C", "C", "C", "C", "C", "C", "C", "C", "C", "C", "C", "H", "H", "H", "H", "H", "H", "H", "H", "H", "H", "H", "H", "H", "H", "H", "H", "H", "H", "H", "H", "H", "H", "H", "H", "H", "H", "H", "H", "H"], "xyz": [[0.18458, 2.33202, 5.28060], [-0.31401, -1.39749, -4.62994], [-0.98205, 2.82807, -0.71660], [2.04508, -1.96953, 3.14130], [0.50782, -2.10416, -5.56394], [-0.03671, 3.96522, -0.14218], [-0.71040, 1.59996, -0.02952], [-1.15124, -0.33966, -5.11861], [-2.32755, 3.31531, -0.75777], [0.36238, -0.55485, -0.16967], [-1.21005, -2.42159, -3.81468], [0.66601, -0.82865, -3.29133], [-0.57299, 3.81057, 2.24885], [1.66986, 0.03210, 5.27111], [-2.17685, -3.94210, -5.49396], [-0.50403, 4.69303, 1.02558], [-0.30924, 2.74810, -2.33478], [1.72555, -1.45406, 4.91986], [-2.43271, -2.88443, -4.44448], [0.63070, 0.79113, 4.48492], [0.58287, -1.82622, 1.95685], [0.97267, -1.65698, 0.48074], [2.43084, -3.40195, 3.19124], [-3.13292, -4.34280, -5.83359], [2.64150, 0.48661, 5.09407], [0.24492, 0.17490, 0.43416], [-2.95749, -2.02045, -4.85293], [1.16138, -1.68411, -2.83961], [0.75579, 2.54449, -2.25858], [2.54842, -1.88784, 5.48362], [0.64331, -2.51939, -0.08797], [0.03548, -0.32834, -2.56080], [-0.76288, 4.42042, 3.13181], [1.46058, 0.15454, 6.32781], [-0.81434, 1.92883, -2.84358], [-0.00961, -2.72806, 2.06596], [-1.58397, -4.75731, -5.07934], [3.20466, -1.22086, 2.59170], [-1.47256, 5.13870, 0.79771], [-3.01422, -3.27799, -3.61341], [0.99687, 1.06649, 3.50582], [-0.07763, -1.01048, 2.24800], [2.05628, -1.59458, 0.36808], [-1.37118, 3.07517, 2.15789], [0.83233, -1.96431, 5.27386], [-0.28795, 0.23007, 4.37335], [0.36812, 3.28147, 2.39860], [-1.64515, -3.53444, -6.35202], [-0.49751, 3.69150, -2.83907], [1.40041, -0.14764, -3.71732], [0.22683, 5.49156, 1.13219]], "forces_ev_per_a": [[0.04, 0.04, 0.11], [-0.01, 0.01, 0.03], [0.01, 0.35, 0.02], [-0.01, -0.17, -0.13], [0.03, -0.04, -0.01], [-0.03, -0.08, -0.13], [-0.44, 0.75, 0.04], [-0.02, 0.08, 0.03], [0.04, -0.08, 0.04], [0.42, -0.99, 0.01], [0.07, -0.02, -0.04], [-0.02, 0.02, 0.01], [0.04, 0.03, 0.02], [0.08, -0.03, -0.02], [0.05, -0.01, 0.00], [-0.06, 0.08, 0.09], [0.02, -0.08, -0.06], [0.11, 0.08, -0.13], [-0.14, 0.01, 0.00], [-0.12, 0.16, 0.00], [0.16, 0.15, 0.04], [-0.10, 0.04, -0.25], [0.06, 0.02, -0.02], [0.00, 0.00, -0.01], [0.16, 0.10, 0.01], [-0.03, 0.27, 0.09], [0.03, 0.01, 0.00], [0.01, 0.02, 0.00], [0.00, 0.00, 0.02], [0.15, -0.17, 0.12], [0.06, -0.31, -0.05], [0.05, -0.09, 0.03], [-0.02, 0.00, -0.01], [-0.06, -0.03, 0.25], [-0.04, 0.03, -0.03], [-0.22, -0.17, 0.12], [-0.02, 0.00, 0.00], [-0.04, 0.10, 0.03], [0.00, -0.05, -0.08], [0.03, 0.00, 0.00], [0.02, -0.02, -0.32], [-0.05, 0.15, 0.03], [0.22, 0.06, -0.01], [-0.01, 0.00, 0.05], [-0.24, -0.07, 0.05], [-0.19, -0.11, 0.02], [0.01, 0.05, 0.00], [-0.01, 0.01, 0.01], [-0.01, -0.01, 0.01], [0.00, -0.01, -0.01], [0.03, -0.05, 0.01]], "lowdin_charge": [0.57, 0.56, 0.59, 0.67, -0.28, -0.26, -0.29, -0.29, -0.26, -0.11, -0.26, -0.13, -0.10, -0.34, -0.07, -0.24, -0.11, -0.34, -0.25, -0.61, -0.29, -0.32, -0.03, 0.08, 0.11, 0.03, 0.11, 0.08, 0.08, 0.07, 0.11, 0.05, 0.07, 0.09, 0.07, 0.07, 0.08, -0.02, 0.12, 0.12, 0.06, 0.06, 0.09, 0.08, 0.08, 0.07, 0.06, 0.07, 0.08, 0.08, 0.12]}



# 3
{"formula": "C4H7NO", "method": "the ωB97M-V functional and the def2-TZVPD basis", "largest_force_ev_per_a": 5.276, "e_above_lowest_kcal_mol": 57.2, "charge": 0, "smiles": "O[C@H]1CCC=N1", "lumo_energy_ev": 0.9, "homo_lumo_gap_ev": 10.2, "e_tot_ha": -286.54048, "species": ["O", "N", "C", "C", "C", "C", "H", "H", "H", "H", "H", "H", "H"], "xyz": [[-0.38529, 0.51884, -2.14132], [1.39939, 0.35034, -0.52862], [-0.93899, 0.07019, 0.22257], [1.37674, -0.37279, 0.52080], [0.01047, -0.65476, 1.07632], [0.03167, 0.84934, -0.90818], [0.01981, -0.37658, 2.13639], [-1.56334, 0.92473, 0.61853], [2.20125, -0.61233, 1.02644], [-0.17608, -1.72524, 1.35405], [-0.33311, -0.42927, -2.37180], [-1.73246, -0.51411, -0.44343], [0.08993, 1.97164, -0.56175]], "forces_ev_per_a": [[-0.09, 0.78, -2.29], [0.18, 0.21, -0.14], [-2.38, 1.98, -3.50], [-4.14, 1.77, -2.74], [0.29, -1.56, 2.59], [0.32, -1.48, 4.86], [-0.08, 0.99, -0.02], [0.75, -1.24, 0.39], [3.46, -1.33, 1.62], [0.11, 0.35, -1.31], [0.23, 0.70, 0.78], [1.86, 0.69, 1.61], [-0.50, -1.87, -1.86]], "lowdin_charge": [-0.01, 0.08, -0.14, -0.14, -0.22, -0.41, 0.11, 0.11, 0.07, 0.12, 0.12, 0.14, 0.17]}